1.
Molecular formula: C3H13NO2S
Method: DFT, ωB97M-V with the def2-TZVPD basis set

Values from the calculation:
**LUMO energy (alpha / beta)**: 2.694 / 2.599 eV
**Relative energy (zero: lowest compared OMol25 entry of this formula, charge and spin)**: 30.6 kcal/mol
**Orbital gap (alpha / beta)**: 0.0679 / 0.2856 Eh
**2S+1**: 2
**Total charge**: -1

Element x y z (Å)
C (-0.50, 1.49, -1.52)
N (0.57, 0.82, -0.85)
C (0.20, 0.09, 0.33)
C (1.30, -0.13, 1.34)
S (0.66, -0.74, 2.94)
H (-0.54, 2.51, -1.04)
H (-0.27, 1.56, -2.59)
H (-1.44, 0.96, -1.36)
H (1.47, 1.22, -1.02)
H (-0.32, -0.83, 0.09)
H (-0.62, 0.71, 0.82)
H (1.87, 0.84, 1.42)
H (2.01, -0.92, 1.06)
H (1.53, -1.81, 2.96)
H (-3.38, 0.69, -2.72)
H (-4.74, 1.13, -3.39)
O (-4.22, 1.10, -2.58)
H (1.30, -1.11, -1.17)
H (2.26, -2.33, -1.02)
O (1.88, -1.71, -1.64)



2.
Molecular formula: C3H13NO2S
Method: DFT, ωB97M-V with the def2-TZVPD basis set

Values from the calculation:
**LUMO energy**: 0.519 eV
**Relative energy (zero: lowest compared OMol25 entry of this formula, charge and spin)**: 16.3 kcal/mol
**Orbital gap**: 0.3255 Eh
**SMILES string**: NCCCS.O.O

Element x y z (Å)
C (-1.25, 0.35, -1.22)
C (0.09, -0.37, -1.02)
C (1.33, 0.40, -0.54)
S (1.27, 1.91, 0.48)
N (-1.74, 0.96, 0.04)
H (-1.15, 1.09, -2.01)
H (-1.97, -0.40, -1.54)
H (0.25, -0.86, -1.98)
H (-0.02, -1.21, -0.33)
H (1.86, -0.28, 0.12)
H (2.02, 0.61, -1.35)
H (0.48, 1.44, 1.44)
H (-1.74, 1.96, -0.05)
H (-2.71, 0.69, 0.17)
H (0.84, -4.62, -1.52)
H (-0.42, -4.35, -0.73)
O (0.12, -3.99, -1.44)
H (-0.72, -0.38, 1.91)
H (-0.28, -0.76, 3.35)
O (-0.52, -0.01, 2.79)



3.
Molecular formula: C3H13NO2S
Method: DFT, ωB97M-V with the def2-TZVPD basis set

Values from the calculation:
**LUMO energy**: -1.360 eV
**Relative energy (zero: lowest compared OMol25 entry of this formula, charge and spin)**: 76.8 kcal/mol
**Orbital gap**: 0.2885 Eh

Element x y z (Å)
C (0.69, 0.63, -2.19)
N (1.22, -0.02, -0.94)
C (0.26, -1.08, -0.53)
C (0.53, -1.52, 0.89)
S (-0.85, -2.15, 1.78)
H (-0.37, 0.34, -2.31)
H (1.24, 0.32, -3.15)
H (0.77, 1.70, -2.03)
H (1.06, 0.79, -0.30)
H (-0.80, -0.78, -0.68)
H (0.36, -1.95, -1.19)
H (1.30, -2.27, 0.72)
H (0.99, -0.62, 1.33)
H (-1.19, -3.27, 0.15)
H (-1.44, 0.13, 2.32)
H (-2.35, 0.49, 1.11)
O (-1.89, 0.92, 1.84)
H (-0.22, 2.15, 1.40)
H (0.35, 3.56, 1.00)
O (0.35, 2.63, 0.77)



4.
Molecular formula: C3H13NO3
Method: DFT, ωB97M-V with the def2-TZVPD basis set

Values from the calculation:
**LUMO energy (alpha / beta)**: 3.493 / 3.412 eV
**Relative energy (zero: lowest compared OMol25 entry of this formula, charge and spin)**: 14.4 kcal/mol
**Orbital gap (alpha / beta)**: 0.1001 / 0.3540 Eh
**2S+1**: 2
**Total charge**: -1

Element x y z (Å)
C (1.56, 0.33, -0.18)
N (0.32, 0.71, -0.87)
C (0.10, -0.01, -2.07)
C (1.27, 0.10, -3.11)
O (1.69, 1.50, -3.01)
H (2.45, 0.66, -0.74)
H (1.64, 0.80, 0.76)
H (1.64, -0.75, 0.02)
H (-0.48, 0.66, -0.25)
H (-0.77, 0.31, -2.71)
H (-0.15, -1.07, -1.90)
H (1.08, -0.13, -4.15)
H (2.11, -0.52, -2.77)
H (1.27, 1.76, -2.17)
H (-0.61, -1.53, 2.75)
H (-1.34, -1.55, 4.11)
O (-0.51, -1.28, 3.69)
H (-4.23, -0.19, 3.54)
H (-3.18, 0.41, 4.65)
O (-3.85, -0.23, 4.43)



Going through the records in order, we get calculated total energy values of -725.442183 -725.495427 -725.398940 -402.499516 hartree.